*P*
# C6H8N2O2

2 unconnected molecules or ions with the total composition C6H8N2O2 (wB97M-V/def2-TZVPD, the OMol25 dataset).

Summary:
* orbital gap: 11.0 eV

Last column: natural (NBO) charge in e.
Atoms and positions in Å:
O -1.883 0.403 -1.296  -0.576
C -2.139 0.067 -0.146  0.603
N -1.246 -0.480 0.702  -0.594
C 0.099 -0.834 0.304  -0.212
C 1.107 0.297 0.571  -0.521
C 2.476 -0.068 0.181  0.326
N 3.571 -0.489 0.199  -0.359
C -3.486 0.238 0.409  -0.135
C -4.619 0.369 0.813  -0.144
H -1.550 -0.711 1.639  0.409
H 0.390 -1.731 0.863  0.213
H 0.092 -1.082 -0.764  0.243
H 0.821 1.201 0.014  0.260
H 1.114 0.553 1.641  0.250
H -5.617 0.429 1.215  0.244
O 3.544 0.454 -2.453  -0.970
H 3.177 1.310 -2.205  0.465
H 4.147 0.071 -1.686  0.500

=====

*Q*
# C6H8N2O2

C6H8N2O2 in the gas phase (wB97M-V/def2-TZVPD, the OMol25 dataset).

Summary:
* orbital gap: 9.8 eV

Last column: natural (NBO) charge in e.
Atoms and positions in Å:
N 1.697 -2.045 1.916  -0.629
C 0.980 -2.342 0.923  0.535
C -0.495 -2.180 0.742  -0.487
C -0.880 -1.015 -0.188  -0.432
C -0.294 0.288 0.221  0.231
C 0.652 1.121 -0.285  -0.111
N 0.669 2.290 0.466  -0.455
C -0.138 2.055 1.446  0.318
O -0.721 0.848 1.389  -0.414
H -0.906 -3.112 0.326  0.227
H -0.929 -2.031 1.737  0.253
H -0.562 -1.214 -1.219  0.222
H -1.977 -0.947 -0.213  0.238
H 1.376 0.934 -1.072  0.221
H -0.371 2.684 2.301  0.197
O 1.854 -2.519 -0.267  -0.745
H 1.299 -2.683 -1.037  0.466
H 2.726 -2.130 1.464  0.365

=====

*R*
# C6H8N2O2

2 unconnected molecules or ions with the total composition C6H8N2O2 (wB97M-V/def2-TZVPD, the OMol25 dataset).

Summary:
* orbital gap: 10.0 eV

Last column: natural (NBO) charge in e.
Atoms and positions in Å:
C -0.847 1.959 -0.022  0.641
C -0.337 1.360 1.172  -0.389
C 0.380 0.210 1.093  0.064
C 0.238 -0.051 -1.233  0.771
C 0.885 -3.180 1.601  -0.423
C 0.045 -2.802 0.671  -0.379
H -0.758 1.456 -2.062  0.425
H -0.612 1.607 2.230  0.241
H 0.777 -0.134 2.110  0.237
H 1.422 -1.178 -0.054  0.444
H 0.504 -3.211 2.651  0.208
H 1.831 -3.482 1.336  0.196
H -0.985 -2.508 0.946  0.197
H 0.249 -2.562 -0.394  0.199
N -0.555 1.073 -1.104  -0.659
N 0.733 -0.370 -0.087  -0.599
O -1.432 3.034 -0.065  -0.569
O 0.699 -0.520 -2.201  -0.605

=====

*S*
# C6H8N2O2

2 unconnected molecules or ions with the total composition C6H8N2O2 (wB97M-V/def2-TZVPD, the OMol25 dataset).

Summary:
* orbital gap: 9.5 eV

Last column: natural (NBO) charge in e.
Atoms and positions in Å:
C -1.836 -0.368 0.532  -0.371
C -2.723 0.441 1.041  -0.420
C 2.400 -0.207 0.277  0.634
C 2.047 1.099 -0.382  -0.402
C 0.771 1.228 -0.840  0.067
C 0.336 -1.189 -0.624  0.795
H -1.050 -0.842 1.097  0.202
H -2.012 -0.687 -0.540  0.185
H -2.729 0.934 2.029  0.202
H -3.513 0.777 0.369  0.184
H 1.942 -2.085 0.205  0.441
H 2.786 1.961 -0.476  0.253
H 0.531 2.302 -0.991  0.237
H -1.123 0.294 -1.229  0.460
N 1.532 -1.228 -0.036  -0.627
N -0.111 0.189 -0.914  -0.624
O 3.266 -0.531 1.201  -0.607
O -0.514 -2.089 -0.718  -0.609

=====

Top of the stability list: *Q*, leading by 0.0085 hartree.

=====

*P*
# C6H8N2O2

C6H8N2O2 in the gas phase (wB97M-V/def2-TZVPD, the OMol25 dataset).

Summary:
* orbital gap: 8.8 eV

Last column: natural (NBO) charge in e.
Atoms and positions in Å:
C 1.521 0.268 -1.387  -0.326
C 0.546 1.219 -1.190  -0.089
C 1.886 -0.541 -0.361  0.147
C -0.057 1.504 0.168  -0.463
C -1.315 0.704 0.384  -0.421
C -1.126 -0.804 0.027  -0.064
N -1.446 -1.690 0.919  0.005
N 2.540 -0.968 0.485  0.229
O 3.068 -1.500 1.419  -0.402
O -1.439 -2.909 0.846  -0.510
H 1.758 0.124 -2.455  0.243
H 0.037 1.643 -1.993  0.198
H 0.519 1.095 1.031  0.226
H -0.284 2.476 0.008  0.227
H -1.430 0.838 1.452  0.218
H -2.204 1.144 -0.251  0.212
H -0.901 -1.186 -0.961  0.218
H -1.673 -1.417 1.858  0.354

=====

*Q*
# C6H8N2O2

A molecular structure, C6H8N2O2 (wB97M-V/def2-TZVPD, the OMol25 dataset).

Summary:
* orbital gap: 9.8 eV

Last column: natural (NBO) charge in e.
Atoms and positions in Å:
C 0.788 -0.946 0.990  -0.191
C 1.285 0.241 0.593  -0.156
C -1.270 -0.760 -0.481  -0.101
C -0.669 0.561 -0.954  0.194
C -0.731 -1.269 0.817  -0.455
C 0.644 1.077 -0.471  -0.488
N -0.531 -0.781 -1.710  -0.106
N -1.456 1.531 -1.834  -0.208
O -1.325 -0.637 -2.788  -0.221
O -2.271 0.744 -2.518  -0.203
H 1.145 -1.619 1.814  0.219
H 2.245 0.484 0.904  0.208
H -2.404 -0.814 -0.720  0.245
H -1.009 -2.394 0.872  0.225
H -1.416 -0.713 1.572  0.235
H 0.407 2.092 -0.197  0.232
H 1.344 0.965 -1.203  0.237
H -0.785 1.983 -2.322  0.333

=====

Top of the stability list: *P*, leading by 0.0367 hartree.

=====

*P*
# C3H2Br2S2

2 unconnected molecules or ions with the total composition C3H2Br2S2 (wB97M-V/def2-TZVPD, the OMol25 dataset).

Summary:
* orbital gap: 8.2 eV

Last column: natural (NBO) charge in e.
Atoms and positions in Å:
C 0.648 1.505 0.311  -0.189
C -0.442 1.602 -0.191  -0.289
C 0.979 -1.659 -0.130  -0.424
S -1.930 1.681 -0.968  0.279
S 1.610 -1.812 1.334  0.122
Br -3.210 0.623 0.471  -0.044
Br -0.773 -2.164 -0.638  0.096
H 1.585 1.488 0.781  0.243
H 1.533 -1.264 -0.971  0.206

=====

*Q*
# C3H2Br2S2

C3H2Br2S2 in the gas phase (wB97M-V/def2-TZVPD, the OMol25 dataset).

Summary:
* orbital gap (spin up / spin down): 7.5 / 7.5 eV

Last column: natural (NBO) charge in e.
Atoms and positions in Å:
C 0.193 0.873 -0.656  -0.209
C 1.292 0.442 -0.173  -0.355
C -1.434 -0.586 0.369  -0.489
S 1.394 -1.049 0.908  0.147
S -0.444 -0.972 1.757  0.226
Br 3.047 1.238 -0.571  0.069
Br -1.735 -1.793 -1.040  0.116
H 0.073 1.898 -1.264  0.250
H -2.386 -0.050 0.669  0.244

=====

Top of the stability list: *P*, leading by 0.0384 hartree.

=====

*P*
# ClH4NSi

ClH4NSi in the gas phase (wB97M-V/def2-TZVPD, the OMol25 dataset).

Summary:
* orbital gap: 10.6 eV

Last column: natural (NBO) charge in e.
Atoms and positions in Å:
N 0.279 -0.671 -0.726  -1.327
Si -0.380 0.488 0.376  1.253
Cl 1.271 1.412 0.957  -0.389
H 1.201 -1.111 -0.571  0.416
H -0.354 -1.050 -1.446  0.399
H -0.483 -0.288 1.696  -0.194
H -1.533 1.218 -0.287  -0.158

=====

*Q*
# ClH4NSi

ClH4NSi in the gas phase (wB97M-V/def2-TZVPD, the OMol25 dataset).

Summary:
* orbital gap: 10.4 eV

Last column: natural (NBO) charge in e.
Atoms and positions in Å:
N 1.221 0.045 0.006  -1.258
Si -0.714 -0.242 0.226  1.260
Cl -1.532 1.083 -1.165  -0.415
H 1.588 0.948 -0.294  0.401
H 1.665 -0.816 -0.312  0.382
H -1.225 0.552 1.418  -0.171
H -1.003 -1.571 0.121  -0.199

=====

Top of the stability list: *P*, leading by 0.0149 hartree.